(1)
87
Properties=species:S:1:pos:R:3 method="wB97M-V/def2-TZVPD" s_squared=6.03 total_charge=0 homo_ev="-8.58 / -8.98" relative_energy_kcal_mol=0.0 fmax_ev_per_a=0.51 multiplicity=5 total_energy_ev=-158311.7418 homo_lumo_gap_ev="7.76 / 5.80" lumo_energy_ev="-0.824 / -3.182"
Os 0.30288 1.69050 1.60010
Cl -6.30477 4.58603 2.56990
C -4.93653 3.59848 2.17636
C -5.07317 2.21621 2.14714
C -3.98542 1.42254 1.85301
Cl -4.19698 -0.29574 1.80929
C -2.70757 1.95467 1.59821
O -1.69764 1.13595 1.39205
C -2.61897 3.36995 1.56694
C -1.44777 4.07665 1.07776
O -0.43635 3.55011 0.62441
C -3.72484 4.16957 1.87296
H -6.02899 1.75710 2.35766
H -1.51330 5.17091 1.04840
H -3.61825 5.24677 1.85484
N 2.30073 -3.47722 6.53866
C 1.99975 -2.66329 5.78506
C 1.62935 -1.65452 4.82928
C 0.29246 -1.49936 4.47042
C -0.05701 -0.54420 3.53219
C 0.91328 0.25398 2.92400
C 2.24261 0.12280 3.32925
C 2.60100 -0.82872 4.27047
H -0.46424 -2.11742 4.93618
H -1.10265 -0.40126 3.29298
H 3.00860 0.76812 2.91739
H 3.63367 -0.92649 4.57773
F 3.09947 5.55484 4.12357
Te 2.38990 4.08026 3.16076
F 3.22199 4.78271 1.65257
F -0.27743 2.65895 3.17591
F 0.94516 5.25521 2.54129
F 4.10645 3.17452 3.35174
O 1.91227 2.48976 1.61046
C 2.23687 -5.66718 0.88334
C 1.47243 -4.46085 0.41680
C 0.36367 -4.00031 1.11538
C -0.34439 -2.88370 0.69747
C -1.61180 -2.51264 1.41527
C 0.09656 -2.18750 -0.43797
As -0.72561 -0.43712 -0.67506
N 0.58602 0.69457 -0.10731
C 1.83027 0.66817 -0.80812
C 2.95033 0.11008 -0.19956
C 4.17537 0.13206 -0.84430
C 4.29600 0.70962 -2.10240
C 3.17787 1.25820 -2.71297
C 1.94801 1.23336 -2.07326
C -1.36944 -0.10020 -2.45360
C -1.77940 -1.17447 -3.26515
C -2.00882 -2.58549 -2.78826
C -2.03361 -0.90930 -4.60621
C -1.96236 0.37086 -5.13402
C -2.23290 0.62993 -6.58740
C -1.69346 1.42918 -4.26870
C -1.42690 1.22536 -2.92750
C -1.23621 2.40445 -2.02092
C 1.16820 -2.66384 -1.20283
C 1.64932 -2.06648 -2.49731
C 1.83271 -3.79862 -0.74721
H 2.03466 -5.88074 1.93170
H 3.30994 -5.51980 0.76310
H 1.95811 -6.54768 0.30101
H 0.03658 -4.52375 2.00666
H -1.65590 -2.98210 2.39679
H -2.48150 -2.85148 0.84386
H -1.72313 -1.43767 1.55572
H 2.85050 -0.34234 0.77687
H 5.04111 -0.29409 -0.35438
H 5.25724 0.73974 -2.59783
H 3.25860 1.71455 -3.69108
H 1.08400 1.66458 -2.56440
H -2.20798 -2.65456 -1.72262
H -1.15424 -3.22731 -3.00824
H -2.87441 -2.99278 -3.31036
H -2.32674 -1.73257 -5.24817
H -2.41084 -0.29607 -7.13091
H -1.38813 1.14279 -7.04925
H -3.10722 1.27156 -6.70790
H -1.71539 2.44539 -4.64650
H -1.69253 3.29004 -2.46165
H -0.18577 2.62708 -1.83050
H -1.70768 2.22833 -1.05444
H 0.96497 -1.33059 -2.91293
H 1.77837 -2.86150 -3.23414
H 2.61628 -1.58208 -2.36076
H 2.67470 -4.16347 -1.32678

---

(2)
82
Properties=species:S:1:pos:R:3 method="wB97M-V/def2-TZVPD" total_charge=0 homo_ev=-7.78 relative_energy_kcal_mol=0.0 fmax_ev_per_a=0.58 total_energy_ev=-180899.7633 homo_lumo_gap_ev=7.28 lumo_energy_ev=-0.494
Sc -0.01657 -0.48231 -0.31579
S -4.79109 -4.33461 2.04728
C -3.43715 -3.62541 1.47352
S -2.94755 -3.68483 -0.18998
C -1.40236 -2.86258 -0.03235
C -1.05680 -2.51348 1.23614
S 0.37200 -1.65701 1.79919
S -2.23816 -2.88315 2.48116
S -0.53697 -2.53815 -1.52713
O -0.42017 3.46522 -1.45568
C 0.08830 2.63225 -0.74684
O 0.12360 1.34174 -1.06030
C 0.81279 3.00845 0.54020
C 0.35446 2.25746 1.79524
Ge -1.56300 2.37801 2.24602
C -2.08995 4.19348 2.69784
C -1.14341 5.18340 2.95057
C -1.53467 6.46886 3.30157
C -2.88237 6.77807 3.40321
C -3.83765 5.80104 3.15735
C -3.44223 4.51865 2.80793
C -2.53998 1.75991 0.67249
C -2.65188 0.39082 0.40267
C -3.22975 -0.05654 -0.78152
C -3.70953 0.86369 -1.70631
C -3.62583 2.21884 -1.43805
C -3.04821 2.66241 -0.25382
C -1.93586 1.12428 3.69020
C -3.15709 0.45467 3.75440
C -3.41765 -0.45575 4.76985
C -2.45522 -0.71016 5.73516
C -1.23387 -0.05208 5.68477
C -0.97830 0.85679 4.66848
H 0.68903 4.08343 0.66272
H 1.87824 2.81586 0.37403
H 0.96030 2.57103 2.64772
H 0.53343 1.17907 1.71084
H -0.08579 4.95489 2.87756
H -0.78722 7.22814 3.49326
H -3.18932 7.78006 3.67427
H -4.89040 6.03987 3.23884
H -4.19800 3.76341 2.61822
H -2.32871 -0.33281 1.15145
H -3.33850 -1.11443 -0.97502
H -4.15641 0.51396 -2.62773
H -3.99427 2.93814 -2.15778
H -2.95999 3.72626 -0.07068
H -3.91227 0.62965 2.99533
H -4.36709 -0.97542 4.79745
H -2.65296 -1.42588 6.52280
H -0.47823 -0.25281 6.43366
H -0.01524 1.35511 4.63749
C 0.70401 -2.74944 -5.79016
C 1.95577 -3.13733 -5.05187
C 3.21779 -2.83505 -5.54897
C 4.36496 -3.15590 -4.83637
C 4.26651 -3.81143 -3.61845
N 5.45388 -4.09543 -2.88573
C 5.61391 -4.07381 -1.52162
O 6.44302 -4.75790 -0.95706
N 4.76044 -3.25607 -0.79399
C 4.09798 -2.09108 -1.21037
C 4.63709 -1.20604 -2.13762
C 3.89947 -0.09822 -2.50735
C 2.66218 0.11840 -1.92909
N 2.14866 -0.71961 -1.02010
C 2.84977 -1.80649 -0.68062
C 3.01303 -4.16067 -3.12912
C 1.87490 -3.81091 -3.83406
H 0.93387 -2.34032 -6.77300
H 0.14328 -1.99645 -5.23274
H 0.04653 -3.60938 -5.92316
H 3.30872 -2.32342 -6.49977
H 5.34210 -2.88406 -5.21785
H 6.14467 -4.68078 -3.32971
H 4.82046 -3.43666 0.19584
H 5.61353 -1.39660 -2.56220
H 4.27759 0.60342 -3.23704
H 2.05186 0.97082 -2.19042
H 2.38668 -2.47972 0.02964
H 2.92973 -4.68962 -2.18801
H 0.90310 -4.06977 -3.43094

---

(3)
43
Properties=species:S:1:pos:R:3 method="wB97M-V/def2-TZVPD" s_squared=2.26 total_charge=+3 homo_ev="-17.64 / -16.13" relative_energy_kcal_mol=2.4 fmax_ev_per_a=1.37 multiplicity=3 total_energy_ev=-37437.1236 homo_lumo_gap_ev="7.35 / 5.98" lumo_energy_ev="-10.288 / -10.150"
Mo -0.05605 -0.28316 -0.05874
N -2.01667 0.69401 -0.69700
N -3.09241 -0.20743 -0.53567
C -2.89786 -1.39154 0.08939
N -3.94578 -2.15501 0.28839
N -1.60081 -1.64999 0.41348
N -1.30861 -2.94435 0.94946
O -0.12760 -3.20259 0.96516
O -2.19195 -3.63689 1.36868
H -2.21618 1.53112 -0.14402
H -1.99714 0.98796 -1.67339
H -4.02130 0.11414 -0.77305
H -4.86733 -1.86604 -0.00658
H -3.84204 -3.03302 0.78154
C -0.54290 -1.88236 -3.15174
Si 0.76401 -0.80675 -2.38524
C 2.26271 -1.96213 -2.07477
C 1.39207 0.51604 -3.50294
H -0.19232 -2.29530 -4.10296
H -1.44734 -1.31232 -3.38018
H -0.82470 -2.71665 -2.50504
H 2.30542 -2.82439 -2.74104
H 2.24313 -3.67108 -0.69163
H 3.25313 -1.53131 -1.93964
H 1.80936 0.06852 -4.40957
H 2.15818 1.14306 -3.04560
H 0.56786 1.16045 -3.81645
C 4.14949 -3.87515 0.61129
N 3.47288 -2.65259 1.13599
C 3.89255 -2.08153 2.28934
C 3.26524 -0.97463 2.76475
C 2.18435 -0.44268 2.05935
N 1.71164 -1.03880 0.87533
C 2.40874 -2.10724 0.52456
O 2.01234 -2.72313 -0.65917
N 1.54531 0.63196 2.49822
H 5.03116 -4.05050 1.21949
H 4.47155 -3.70679 -0.41478
H 3.48393 -4.73405 0.71032
H 4.73333 -2.54998 2.78144
H 3.60095 -0.51813 3.68526
H 1.82570 1.09711 3.35089
H 0.76910 1.03321 1.99375

---

(4)
4
Properties=species:S:1:pos:R:3 method="wB97M-V/def2-TZVPD" total_charge=+4 homo_ev=-25.83 relative_energy_kcal_mol=17.3 fmax_ev_per_a=1.10 total_energy_ev=-29337.3591 homo_lumo_gap_ev=4.50 lumo_energy_ev=-21.328
Al -2.81580 20.23449 -13.30777
Al -2.20251 16.66135 -8.41344
I -1.29138 16.77502 -11.96011
I -2.92153 17.61169 -16.56947